Entry 1:
The following is a DFT calculation (ωB97M-V with the def2-TZVPD basis set) of a molecular structure, C29H35Cl2IrN4O4S2 in a non-equilibrium geometry.

Its energy relative to the best compared isomer or geometry (same formula, charge and spin) is 45.40 kcal/mol. As for the HOMO-LUMO gap: 5.100 eV. As for the total charge: +2.

The geometry in XYZ format:
```
77
C29H35Cl2IrN4O4S2 ωB97M-V with the def2-TZVPD basis set
Ir -0.028 -0.935 0.535
O -0.452 1.125 1.273
S -0.640 1.946 2.524
C -2.237 2.846 2.196
C -2.499 3.039 0.709
C -3.837 2.445 0.251
C -3.856 0.922 0.215
S -3.129 0.020 -1.254
O -2.005 -0.794 -0.680
C -2.420 1.395 -2.185
C -1.100 1.782 -2.053
C -0.630 2.848 -2.802
C -1.470 3.495 -3.694
C -2.792 3.097 -3.822
C -3.272 2.039 -3.070
C 0.535 3.301 2.250
C 1.377 3.261 1.153
C 2.345 4.240 1.011
C 2.478 5.230 1.971
C 1.636 5.257 3.072
C 0.659 4.285 3.219
H -2.175 3.785 2.738
H -3.001 2.228 2.664
H -1.696 2.560 0.148
H -2.481 4.099 0.461
H -4.088 2.849 -0.732
H -4.624 2.776 0.936
H -4.885 0.563 0.236
H -3.299 0.499 1.051
H -0.454 1.255 -1.365
H 0.392 3.172 -2.688
H -1.090 4.301 -4.299
H -3.444 3.610 -4.509
H -4.298 1.717 -3.163
H 1.276 2.469 0.426
H 3.009 4.221 0.163
H 3.250 5.974 1.863
H 1.751 6.021 3.825
H 0.003 4.294 4.078
Cl 2.151 0.838 -3.843
C 1.478 -0.706 -3.619
C 1.328 -1.563 -4.700
C 0.794 -2.829 -4.545
Cl 0.677 -3.854 -5.901
C 0.345 -3.279 -3.268
C -0.198 -4.552 -3.026
C -0.560 -4.899 -1.745
C -0.432 -3.953 -0.726
N 0.055 -2.749 -0.936
C 0.465 -2.398 -2.167
C 1.053 -1.075 -2.303
O 1.176 -0.316 -1.307
H 1.637 -1.246 -5.685
H -0.318 -5.244 -3.845
H -0.946 -5.882 -1.530
H -0.745 -4.180 0.282
N -2.004 -0.655 3.275
N -1.108 -1.555 2.619
H -2.227 -0.966 4.223
H -2.876 -0.618 2.755
H -1.472 -2.510 2.562
H -0.247 -1.582 3.162
C 2.142 -4.380 3.002
N 3.075 -3.731 2.103
C 4.423 -4.257 2.101
C 2.693 -2.628 1.461
C 3.635 -1.992 0.490
O 1.560 -2.151 1.691
H 2.412 -4.199 4.043
H 2.140 -5.453 2.825
H 1.150 -3.980 2.806
H 4.392 -5.294 2.429
H 5.061 -3.694 2.787
H 4.870 -4.219 1.111
H 4.447 -1.507 1.028
H 3.098 -1.248 -0.093
H 4.066 -2.734 -0.177
```

Löwdin population analysis, charges in e, atoms 1 to 4: atom 1 (Ir): 1.46, atom 2 (O): -0.69, atom 3 (S): 1.05, atom 4 (C): -0.26

=====

Entry 2:
The following is a DFT calculation (ωB97M-V with the def2-TZVPD basis set) of a molecular structure, C10H20AsClF12N2O5S2Ti in a non-equilibrium geometry.

Its energy relative to the best compared isomer or geometry (same formula, charge and spin) is 6.03 kcal/mol. As for the multiplicity: 4. As for the HOMO-LUMO gap (spin up / spin down): 3.087 / 6.849 eV. As for the total charge: -1.

The geometry in XYZ format:
```
54
C10H20AsClF12N2O5S2Ti ωB97M-V with the def2-TZVPD basis set
Ti -1.640 -2.794 1.355
Cl -0.818 -4.320 -0.543
C -5.004 -4.257 0.759
F -5.069 -4.478 2.080
F -3.992 -4.951 0.273
F -6.130 -4.651 0.198
S -4.796 -2.433 0.402
O -4.276 -2.402 -0.924
O -6.095 -1.869 0.572
N -3.715 -2.020 1.580
S -4.332 -0.991 2.675
O -4.719 0.260 2.082
O -5.203 -1.562 3.643
C -2.739 -0.611 3.559
F -3.024 0.084 4.652
F -2.181 -1.738 3.934
F -1.880 0.038 2.854
C 3.535 2.558 -3.723
C 3.369 2.656 -2.204
N 2.313 1.768 -1.638
C 2.650 0.379 -1.927
C 2.237 1.949 -0.151
C 2.428 3.342 0.339
C 0.994 2.091 -2.268
C -0.216 1.548 -1.604
O -0.049 0.239 -1.320
C -1.182 -0.411 -0.747
H 3.927 3.541 -4.015
H 2.699 2.365 -4.379
H 4.333 1.856 -3.979
H 3.052 3.661 -1.941
H 4.232 2.399 -1.599
H 3.631 0.170 -1.509
H 2.641 0.201 -2.996
H 1.901 -0.214 -1.418
H 2.993 1.261 0.233
H 1.317 1.471 0.159
H 1.784 4.061 -0.178
H 3.443 3.725 0.284
H 2.127 3.363 1.387
H 1.010 1.994 -3.343
H 0.902 3.175 -2.084
H -1.059 1.806 -2.270
H -0.447 2.079 -0.665
H -1.991 -0.510 -1.480
H -1.554 0.118 0.143
H -0.874 -1.414 -0.428
As 2.221 -1.805 2.329
F 2.551 -1.668 0.650
F 0.524 -1.934 1.943
F 1.820 -1.950 3.976
F 3.888 -1.617 2.670
F 2.042 -0.087 2.369
F 2.423 -3.472 2.233
```

Löwdin population analysis, charges in e, atoms 1 to 4: atom 1 (Ti): 0.37, atom 2 (Cl): -0.32, atom 3 (C): -0.69, atom 4 (F): 0.12

=====

Entry 3:
The following is a DFT calculation (ωB97M-V with the def2-TZVPD basis set) of a molecular structure, C31H35BrIN6O2ReS2 in a non-equilibrium geometry.

As for the multiplicity: 2. As for the HOMO-LUMO gap (spin up / spin down): 4.308 / 4.960 eV. As for the total charge: +3.

The geometry in XYZ format:
```
79
C31H35BrIN6O2ReS2 ωB97M-V with the def2-TZVPD basis set
Re -0.086 0.300 0.213
S 0.128 -0.011 2.597
C -0.891 -1.330 2.970
N -1.162 -1.624 4.230
C -1.939 -2.812 4.534
C -2.983 -3.057 3.453
N -2.356 -3.051 2.144
C -2.868 -4.003 1.186
C -2.477 -5.415 1.577
C -1.136 -5.796 1.500
C -0.774 -7.113 1.720
C -1.741 -8.054 2.049
C -3.072 -7.667 2.172
C -3.438 -6.348 1.952
C -1.400 -2.178 1.892
S -0.678 -2.057 0.339
C -0.572 -0.899 5.338
C 0.738 -1.532 5.770
C 1.946 -1.042 5.283
C 3.142 -1.601 5.700
C 3.140 -2.652 6.605
C 1.937 -3.134 7.103
C 0.740 -2.580 6.682
H -2.438 -2.679 5.497
H -1.264 -3.673 4.621
H -3.767 -2.288 3.480
H -3.454 -4.030 3.616
H -2.470 -3.768 0.197
H -3.956 -3.916 1.162
H -0.388 -5.063 1.238
H 0.258 -7.407 1.622
H -1.459 -9.083 2.210
H -3.824 -8.398 2.422
H -4.477 -6.066 2.040
H -1.275 -0.916 6.171
H -0.401 0.135 5.032
H 1.948 -0.192 4.616
H 4.077 -1.202 5.341
H 4.073 -3.083 6.934
H 1.933 -3.928 7.831
H -0.188 -2.941 7.099
Br -4.897 0.876 -2.082
C -4.395 2.550 -1.348
C -4.933 3.724 -1.866
C -4.589 4.947 -1.316
C -3.695 5.010 -0.256
C -3.141 3.849 0.266
C -3.497 2.635 -0.287
I -2.784 0.847 0.581
H -5.633 3.662 -2.684
H -5.027 5.849 -1.714
H -3.435 5.962 0.183
H -2.446 3.900 1.092
C 2.746 1.191 0.687
N 2.025 0.038 0.016
C 2.577 -1.220 0.647
N 3.998 -1.287 0.533
C 4.626 -0.160 1.207
N 4.161 1.062 0.568
C 4.571 1.046 -0.832
N 3.935 -0.092 -1.477
C 2.514 0.010 -1.415
C 4.402 -1.324 -0.865
H 2.467 1.195 1.748
H 2.419 2.130 0.226
H 2.126 -2.086 0.144
H 2.300 -1.226 1.710
H 5.711 -0.226 1.134
H 4.343 -0.157 2.262
H 5.656 0.954 -0.895
H 4.269 1.973 -1.326
H 2.056 -0.850 -1.918
H 2.202 0.930 -1.914
H 5.486 -1.398 -0.944
H 3.950 -2.185 -1.361
O 0.108 2.400 -0.402
C -0.172 2.086 -1.585
O -0.330 0.881 -1.865
H -0.274 2.859 -2.356
```

Löwdin population analysis, charges in e, atoms 1 to 4: atom 1 (Re): 1.02, atom 2 (S): 0.76, atom 3 (C): -0.56, atom 4 (N): -0.04

=====

Entry 4:
The following is a DFT calculation (ωB97M-V with the def2-TZVPD basis set) of 2 unconnected molecules or ions with the total composition C14H22F7NO2 in a non-equilibrium geometry.

As for the HOMO-LUMO gap: 2.389 eV.

The geometry in XYZ format:
```
46
C14H22F7NO2 ωB97M-V with the def2-TZVPD basis set
F -0.089 -0.329 2.017
C 0.943 0.434 1.521
C 0.633 0.585 0.052
C 1.640 1.447 -0.714
C 1.146 2.872 -0.957
C -0.094 2.839 -1.787
N -1.086 3.397 -1.231
C -0.867 3.923 0.117
C -1.752 3.180 1.139
C -3.189 2.911 0.660
C -3.589 1.444 0.598
F -2.567 0.615 0.582
F -4.324 1.208 -0.474
F -4.305 1.137 1.661
C 0.650 3.695 0.260
H 0.869 1.373 2.060
H 1.897 -0.057 1.669
H -0.377 0.983 -0.007
H 0.605 -0.399 -0.396
H 1.750 0.999 -1.698
H 2.634 1.441 -0.285
H 1.827 3.424 -1.605
H -0.199 2.397 -2.765
H -1.947 3.416 -1.768
H -0.983 4.988 0.251
H -1.231 2.302 1.500
H -1.823 3.852 1.983
H -3.860 3.374 1.366
H -3.426 3.380 -0.284
H 1.128 4.660 0.129
H 0.994 3.292 1.199
C 0.941 -3.073 0.555
C -0.076 -4.043 -0.034
O 0.337 -4.681 -1.211
C 1.210 -5.872 -1.094
O 0.780 -6.752 -0.255
C 2.697 -5.472 -0.820
F 3.072 -4.333 -1.495
F 3.533 -6.435 -1.260
F 3.016 -5.257 0.472
H 1.445 -2.512 -0.239
H 0.452 -2.372 1.233
H 1.702 -3.591 1.133
H -0.956 -3.457 -0.329
H -0.423 -4.758 0.719
H 1.263 -6.177 -2.169
```

Löwdin population analysis, charges in e, atoms 1 to 4: atom 1 (F): -0.04, atom 2 (C): -0.21, atom 3 (C): -0.16, atom 4 (C): -0.12

=====

Entry 5:
The following is a DFT calculation (ωB97M-V with the def2-TZVPD basis set) of a molecular structure, C8H20F2KNO8S2 in a non-equilibrium geometry.

Its energy relative to the best compared isomer or geometry (same formula, charge and spin) is 30.27 kcal/mol. As for the HOMO-LUMO gap: 9.477 eV.

The geometry in XYZ format:
```
42
C8H20F2KNO8S2 ωB97M-V with the def2-TZVPD basis set
K -17.541 -14.553 1.480
N -19.276 -15.246 -0.478
S -19.535 -14.925 -1.969
O -20.816 -15.376 -2.539
O -18.354 -14.834 -2.802
F -19.811 -13.392 -1.733
S -19.493 -16.938 -0.581
O -19.055 -17.690 -1.776
O -20.441 -17.529 0.334
F -18.140 -17.179 0.257
C -17.489 -13.300 5.048
O -17.065 -13.094 3.744
C -16.740 -11.779 3.413
C -17.730 -11.106 2.447
O -17.587 -11.765 1.213
C -17.989 -10.859 0.136
H -18.213 -12.552 5.371
H -16.634 -13.206 5.717
H -17.915 -14.303 5.077
H -15.798 -11.774 2.865
H -16.550 -10.985 4.135
H -17.501 -10.040 2.452
H -18.780 -11.028 2.729
H -18.613 -10.044 0.504
H -18.634 -11.280 -0.635
H -17.083 -10.489 -0.344
C -17.471 -19.007 3.013
O -16.774 -18.004 3.733
C -15.379 -18.030 3.516
C -15.003 -17.381 2.149
O -15.243 -15.930 2.083
C -14.244 -15.145 1.335
H -18.486 -18.986 3.411
H -17.151 -20.048 3.065
H -17.436 -18.734 1.958
H -15.064 -19.072 3.569
H -14.698 -17.508 4.188
H -15.602 -17.847 1.366
H -14.059 -17.786 1.782
H -14.178 -14.171 1.822
H -14.571 -15.123 0.296
H -13.249 -15.571 1.467
```

Löwdin population analysis, charges in e, atoms 1 to 4: atom 1 (K): 0.89, atom 2 (N): -0.37, atom 3 (S): 0.44, atom 4 (O): -0.29